The following is a quantum chemistry calculation of a molecular structure, C21H27FeN3Sb, from the Open Molecules 2025 dataset.

Calculated values
⟨S²⟩ ... 8.767
Molar mass ... 499.07 g/mol
Kohn-Sham gap (alpha / beta) ... 8.7 / 5.9 eV
Spin multiplicity ... 6
Net charge ... +2
Relative energy (zero: lowest compared OMol25 entry of this formula, charge and spin) ... 0.0 kJ/mol

Geometry (Å):
Fe -0.20898 -0.38449 -0.03822
C 1.78155 0.59990 0.49130
C 1.36787 -0.07081 1.65752
C 0.14017 0.50405 2.08992
C -0.19770 1.54608 1.18679
C 0.80220 1.59387 0.18342
H 2.68200 0.40584 -0.07112
H 1.89466 -0.88202 2.13591
H -0.42040 0.22933 2.96983
H -1.04561 2.20811 1.27091
H 0.85177 2.30459 -0.62846
C -5.40610 1.13450 -0.11686
C -4.34191 0.85063 0.93805
Sb -2.86907 -0.54207 0.25015
C -2.64862 -0.15678 -1.87165
C -3.60286 -0.94195 -2.76967
C -3.66056 -2.53230 0.28994
C -5.17832 -2.61240 0.17186
H -6.11511 1.86402 0.27478
H -5.96857 0.23832 -0.37711
H -4.97857 1.55513 -1.02708
H -4.76561 0.40567 1.83872
H -3.81031 1.75324 1.23759
H -1.61356 -0.36288 -2.19274
H -2.76968 0.92152 -1.99861
H -3.45834 -2.01787 -2.67218
H -3.43568 -0.67636 -3.81309
H -4.64232 -0.71695 -2.53238
H -3.31076 -2.98165 1.21988
H -3.15966 -3.04503 -0.53427
H -5.67676 -2.07112 0.97625
H -5.49744 -3.65278 0.23403
H -5.53377 -2.21658 -0.77889
N 0.31261 -10.83735 1.79345
C 0.33938 -9.75846 1.40344
C 0.37393 -8.40900 0.91651
C -0.65484 -7.53066 1.24803
C -0.62657 -6.23068 0.77436
C 0.44021 -5.82430 -0.01213
C 1.47288 -6.68539 -0.34888
C 1.43404 -7.98857 0.11491
N 0.47825 -4.46979 -0.48794
C 0.83175 -4.06054 -1.75580
C 0.75100 -2.70767 -1.75925
N 0.37382 -2.28071 -0.49758
C 0.21221 -3.37966 0.23622
H -1.47659 -7.87360 1.86064
H -1.44183 -5.55415 0.99563
H 2.30867 -6.34406 -0.94506
H 2.22764 -8.67964 -0.13158
H 1.08439 -4.76406 -2.52946
H 0.96649 -2.02425 -2.56309
H -0.03871 -3.41162 1.28392

***

The following is a quantum chemistry calculation of a molecular structure, C21H27IrN3O5S3, from the Open Molecules 2025 dataset.

Calculated values
Molar mass ... 689.88 g/mol
Kohn-Sham gap ... 5.8 eV
Net charge ... -1
Relative energy (zero: lowest compared OMol25 entry of this formula, charge and spin) ... 0.0 kJ/mol

Geometry (Å):
Ir -0.50345 0.18864 1.31395
C -0.83887 3.28839 4.74914
C -0.94327 2.07348 3.86682
S -0.55701 2.33282 2.16333
C -1.29404 0.86935 4.33700
C -1.62069 0.62852 5.78739
S -1.41186 -0.55166 3.29333
H -0.79848 4.19558 4.14535
H 0.06974 3.26033 5.35952
H -1.68988 3.36949 5.43075
H -2.41647 1.29169 6.13996
H -0.74783 0.79637 6.42577
H -1.94807 -0.39993 5.93979
O -0.42823 -1.71241 0.40327
N 0.81685 -2.10464 0.11464
C 0.93169 -2.99755 -0.88924
C 2.14734 -3.51374 -1.24131
C 3.28121 -3.08656 -0.54185
C 3.14837 -2.15987 0.45800
C 1.89185 -1.62484 0.79925
S 1.66988 -0.41617 1.99142
H -0.00621 -3.22839 -1.37015
H 2.20929 -4.21464 -2.06047
H 4.26108 -3.46329 -0.80636
H 4.00452 -1.77949 0.99683
O -0.24011 -0.18053 -2.56311
C 0.46689 0.31235 -1.67766
O 0.03117 0.94204 -0.65495
C 1.96977 0.16940 -1.76973
C 2.78382 0.76104 -0.81381
C 4.17095 0.59419 -0.83391
C 4.68187 -0.18189 -1.84390
O 5.99672 -0.52316 -2.07372
C 5.99700 -1.27679 -3.28090
O 4.65224 -1.49863 -3.67774
C 3.87422 -0.76235 -2.80313
C 2.51516 -0.60800 -2.80066
H 2.31490 1.34317 -0.03128
H 4.80797 1.03596 -0.08034
H 6.48691 -2.23754 -3.10425
H 6.52140 -0.71218 -4.06016
H 1.86396 -1.06674 -3.53099
C -5.14899 0.32116 -0.61671
C -3.85523 0.59883 -1.37996
C -3.69128 2.10797 -1.61426
C -3.87360 -0.12632 -2.72239
N -2.72741 0.00886 -0.65495
N -2.42596 0.63240 0.59006
H -6.01437 0.62596 -1.20944
H -5.18426 0.87250 0.32582
H -5.22673 -0.74398 -0.39520
H -4.45101 2.47061 -2.31022
H -2.70707 2.32087 -2.03669
H -3.79947 2.67966 -0.68992
H -4.68640 0.24750 -3.34868
H -4.00712 -1.19732 -2.56620
H -2.92812 0.02103 -3.24806
H -1.87486 0.05090 -1.21476
H -3.05719 0.30206 1.31885
H -2.46322 1.65553 0.56681

***

The following is a quantum chemistry calculation of a molecular structure, C21H27N3O in a non-equilibrium geometry, from the Open Molecules 2025 dataset.

Calculated values
Molar mass ... 337.47 g/mol
Kohn-Sham gap ... 9.0 eV
Relative energy (zero: lowest compared OMol25 entry of this formula, charge and spin) ... 1818.8 kJ/mol

Geometry (Å):
C -4.72571 -6.25331 1.33489
C -4.08083 -5.33215 0.45630
C -4.26598 -4.01575 0.82822
C -3.62901 -2.94418 -0.07624
C -2.72015 -3.32810 -1.31501
C -2.62617 -4.49402 -1.47697
C -3.26854 -5.36584 -0.71110
H -2.92402 -6.66267 -0.82108
H -1.90366 -4.89204 -2.21704
C -2.23867 -2.18866 -2.03629
N -1.59141 -1.09371 -0.96639
C -1.10086 0.04764 -1.84810
C -0.63045 1.07277 -1.20667
N 0.37130 0.69944 -0.11442
C 0.16598 -0.59432 0.46659
C -0.50300 -1.48157 -0.46391
H 0.29636 -1.90389 -1.30100
H -0.79187 -2.40375 0.09246
H -0.75683 -0.40931 1.28572
H 0.85191 -0.79090 1.10875
C 1.76690 0.62605 -0.93970
C 2.16632 2.22431 -1.08745
O 2.87306 2.32830 -2.04568
N 1.75664 3.09803 -0.20505
H 1.46491 2.43979 0.64371
C 2.25989 4.24723 -0.26184
C 3.28943 4.58869 0.65574
C 4.49012 3.80944 1.01165
C 5.36795 4.21695 1.86029
C 5.04289 5.00458 2.85594
C 3.95017 5.61974 2.98839
C 3.12727 5.41617 1.83310
H 2.03832 5.99678 1.89421
H 3.73087 6.39763 3.54665
H 5.84971 5.17741 3.62960
H 6.27613 3.50407 2.08167
H 4.82749 3.05471 0.05247
H 1.23870 5.15637 -0.14744
H 2.78474 4.49832 -1.19668
H 2.40535 0.26174 -0.17131
H 1.43943 0.16977 -1.97387
H -1.60888 1.67708 -0.22762
H -0.36758 2.10700 -1.63012
H -0.47280 -0.12391 -2.85174
H -2.01357 0.44469 -2.39236
H -1.58886 -2.72344 -2.77899
H -3.10006 -1.70769 -2.68787
H -3.87557 -1.90077 0.02646
H -4.73122 -3.67821 1.68792
H -5.61770 -6.30161 1.10470
H -4.08128 -7.27139 1.28883
H -4.61718 -6.02350 2.41772

***

The following is a quantum chemistry calculation of C21H27N3O6S in the gas phase in a non-equilibrium geometry, from the Open Molecules 2025 dataset.

Calculated values
Molar mass ... 449.53 g/mol
Kohn-Sham gap ... 8.8 eV
Relative energy (zero: lowest compared OMol25 entry of this formula, charge and spin) ... 122.9 kJ/mol

Geometry (Å):
C -5.56669 -1.25162 -0.12524
H -6.26063 -1.20936 0.72432
O -5.36647 0.02005 -0.68143
C -4.77619 0.92465 0.22687
C -4.62117 2.28064 -0.45384
C -3.84103 3.26235 0.42492
N -2.46405 2.85070 0.56502
C -2.02550 2.13159 1.60960
O -2.62656 1.97242 2.65143
C -0.64889 1.49699 1.34190
N -0.76397 0.64321 0.17601
C -0.86011 -0.75735 0.31098
C -0.03646 -1.48208 1.16976
C -0.13904 -2.85437 1.23478
C -1.05227 -3.53980 0.43108
C -1.86479 -2.81606 -0.43556
C -1.76929 -1.43622 -0.48864
H -2.38883 -0.87748 -1.17077
H -2.57909 -3.31100 -1.07387
O -1.06089 -4.89399 0.56504
C -1.96861 -5.64057 -0.21028
H -1.80106 -6.68113 0.06310
H -3.00530 -5.37038 0.01354
H -1.78218 -5.51338 -1.28133
H 0.48867 -3.42612 1.89974
H 0.69075 -0.97363 1.78544
S -0.03891 1.17527 -1.23042
O -0.54556 0.40479 -2.32203
O -0.21457 2.60278 -1.26441
C 1.67572 0.76948 -0.96132
C 2.55300 1.70297 -0.44395
C 3.84623 1.33173 -0.12496
C 4.25493 0.01152 -0.31851
C 3.35539 -0.91967 -0.84678
C 2.06730 -0.54170 -1.16476
H 1.36003 -1.24127 -1.57997
H 3.67064 -1.94119 -1.00406
N 5.53759 -0.43179 -0.01029
C 6.58896 0.26788 0.52892
O 6.54531 1.43410 0.83321
C 7.81684 -0.59880 0.70102
H 7.59773 -1.43728 1.35890
H 8.61430 -0.00352 1.13548
H 8.14338 -0.98385 -0.26282
H 5.70454 -1.40754 -0.21656
H 4.54180 2.05075 0.27394
H 2.22105 2.72067 -0.31251
H 0.08226 2.28199 1.13895
H -0.34754 0.93105 2.22485
H -1.87657 2.88823 -0.26108
H -4.27254 3.29765 1.42828
H -3.86674 4.26125 -0.01696
H -5.60941 2.68560 -0.67313
H -4.09525 2.13650 -1.39962
H -3.79462 0.54159 0.54439
H -5.40312 1.02164 1.12690
H -5.99346 -1.87231 -0.91094
H -4.62080 -1.68882 0.22012

***

The following is a quantum chemistry calculation of a molecular structure, C21H27N4O5PPd, from the Open Molecules 2025 dataset.

Calculated values
Molar mass ... 552.86 g/mol
Kohn-Sham gap ... 5.2 eV
Net charge ... -2
Relative energy (zero: lowest compared OMol25 entry of this formula, charge and spin) ... 30.6 kJ/mol

Geometry (Å):
Pd 0.27340 0.38562 -0.14645
O -3.74412 -1.76819 -0.24233
C -2.70341 -1.34933 -0.78397
O -1.51100 -1.66279 -0.59436
C -2.88247 -0.24240 -1.85276
O -3.35933 -0.39880 -2.95820
O -2.36809 0.92503 -1.44528
C -1.48356 -0.89634 2.48173
P -0.34378 0.45699 1.96639
C 0.70192 0.55064 3.49122
C 1.11250 -0.62049 4.13300
C 1.99358 -0.58732 5.20438
C 2.49107 0.62508 5.66295
C 2.08325 1.80032 5.04400
C 1.19926 1.76129 3.97601
C -1.41785 1.92803 2.30972
C -1.49906 2.93053 1.34938
C -2.29971 4.04743 1.55732
C -3.03191 4.17455 2.72830
C -2.96559 3.17556 3.69324
C -2.16615 2.06318 3.47884
H -1.72341 -0.88641 3.54810
H -1.03434 -1.85006 2.20321
H -2.39218 -0.82341 1.88041
H 0.73768 -1.57483 3.78315
H 2.29989 -1.51392 5.67666
H 3.18591 0.65440 6.49404
H 2.46007 2.75546 5.39207
H 0.89904 2.68560 3.49580
H -0.94034 2.79638 0.42750
H -2.36142 4.81012 0.79058
H -3.66287 5.04188 2.88633
H -3.54504 3.26017 4.60563
H -2.11798 1.28866 4.23617
C 1.89798 -2.60650 0.13474
C 3.00298 -2.02600 0.97643
O 3.55882 -0.92715 0.28407
C 4.11087 0.06771 1.10816
C 4.35086 1.29073 0.24875
H 1.39212 -3.41287 0.67415
H 2.27378 -3.00295 -0.80933
H 1.15092 -1.83025 -0.05777
H 3.79131 -2.77022 1.19037
H 2.59823 -1.69418 1.93884
H 5.04817 -0.28898 1.57287
H 3.41432 0.31113 1.91985
H 5.15490 1.11563 -0.46912
H 4.61233 2.15024 0.86951
H 3.43730 1.51193 -0.30714
N -1.71573 2.69829 -3.60355
C -1.25180 1.79860 -4.41801
N -1.88620 1.51960 -5.65390
N -0.15416 1.03801 -4.23916
C 0.47306 1.08312 -3.10275
N 1.12563 1.04274 -2.13536
H -2.54414 3.11704 -4.01963
H -2.23750 1.54282 -2.22582
H -2.88959 1.49535 -5.52625
H -1.57026 0.61453 -5.97588

***

The following is a quantum chemistry calculation of C21H27N5O4 in the gas phase in a non-equilibrium geometry, from the Open Molecules 2025 dataset.

Calculated values
Molar mass ... 413.48 g/mol
Kohn-Sham gap ... 7.2 eV
Relative energy (zero: lowest compared OMol25 entry of this formula, charge and spin) ... 206.4 kJ/mol

Geometry (Å):
C 6.52214 -1.44442 -0.87062
O 5.95303 -0.55055 0.11275
C 4.62749 -0.24107 0.03229
C 4.05112 0.33808 1.19113
C 2.67901 0.41360 1.31400
C 1.84821 0.05665 0.24437
C 0.32135 0.03692 0.44041
C -0.31694 -0.87066 -0.58398
C -1.38841 -0.51768 -1.48568
O -1.77163 0.63067 -1.77125
N -2.11202 -1.60673 -2.03861
C -3.32846 -1.35239 -2.77136
C -1.58156 -2.89847 -2.18209
O -2.13061 -3.79125 -2.82270
N -0.34882 -3.10603 -1.54168
C 0.15669 -4.45315 -1.58416
C 0.09744 -2.26440 -0.51208
O 0.83342 -2.70296 0.38094
C 2.42539 -0.32488 -0.97021
C 3.79890 -0.54423 -1.06713
H 7.56419 -1.52612 -0.55552
H 6.03405 -2.43221 -0.84281
H 6.46020 -1.01622 -1.88367
H 4.71318 0.63458 1.99883
H 2.24599 0.79316 2.24650
H 0.19324 -0.50037 1.40406
H -3.68379 -2.31574 -3.13676
H -4.07785 -0.90153 -2.11512
H -3.13362 -0.68070 -3.61112
H 1.22542 -4.43459 -1.38124
H -0.34037 -5.08130 -0.83908
H -0.04731 -4.85036 -2.57399
H 1.80356 -0.47847 -1.85643
H 4.20811 -0.99839 -1.97120
C -0.22688 3.73195 0.28229
C 0.59736 2.48436 0.47054
N -0.23089 1.28517 0.55640
C -1.49245 1.34783 1.10377
N -2.03491 2.51920 1.43819
C -1.45401 3.81574 1.14203
C -3.32529 2.60629 2.10093
C -3.74646 1.29398 2.72135
C -3.51706 0.12127 1.80886
N -2.14573 0.19705 1.33369
H 0.40348 4.58637 0.54624
H -0.49305 3.85306 -0.76976
H 1.27854 2.38268 -0.38516
H 1.22516 2.59711 1.36697
H -1.22287 4.29616 2.10505
H -2.23104 4.41395 0.64410
H -3.25517 3.37863 2.87876
H -4.07266 2.94901 1.36780
H -3.19020 1.13548 3.65088
H -4.80765 1.35210 2.97311
H -3.63611 -0.83269 2.32785
H -4.20142 0.12820 0.94921
H -1.72139 -0.66170 0.99009